Record 1
The following is a quantum chemistry calculation of an isolated ion of composition C5H11N4O2S and charge +1, from the OMol25 dataset.

Structure (XYZ):
```
23
Properties=species:S:1:pos:R:3:forces:R:3:lowdin_charge:R:1
C -2.7790 1.6092 -0.2239 -0.4 0.2 0.1 0.039
C -1.6633 0.6378 -0.2194 -0.3 -0.3 -0.1 -0.311
N -1.8546 -0.6062 -0.5598 0.1 0.1 0.0 0.255
N -0.4501 1.0514 0.1640 -0.2 0.6 0.1 0.169
C 0.6723 0.2581 0.2014 4.4 1.6 1.4 -0.231
N 0.7227 -0.9520 -0.0459 -1.1 0.4 0.1 0.072
C 1.8727 -1.8012 -0.0750 0.3 -0.6 -0.2 -0.209
C 3.1407 -1.2130 0.5169 -0.2 0.8 -0.2 -0.181
S 3.3155 0.4474 -0.1718 -0.3 0.2 0.0 0.611
O 2.9095 0.4278 -1.5469 0.2 -0.3 -0.1 -0.286
O 4.5258 1.0828 0.2080 0.2 0.0 0.3 -0.256
N 2.0578 1.1626 0.7218 -3.3 -3.0 -0.9 -0.029
H -2.4338 2.6391 -0.2372 0.1 0.0 0.0 0.102
H -3.3868 1.4669 0.6722 0.1 0.0 0.0 0.118
H -3.4297 1.4437 -1.0808 0.1 0.0 0.0 0.109
H -2.7622 -0.9393 -0.8516 0.0 0.2 0.0 0.156
H -1.0421 -1.2349 -0.5264 -0.1 0.0 0.0 0.113
H -0.3263 2.0175 0.4500 -0.2 -0.3 -0.1 0.174
H 2.0379 -2.0337 -1.1342 0.0 -0.1 0.2 0.137
H 1.5862 -2.7303 0.4311 0.2 0.1 -0.1 0.136
H 3.0957 -1.0883 1.5947 0.1 0.0 0.1 0.112
H 4.0131 -1.7943 0.2359 0.1 0.0 -0.1 0.121
H 1.9368 2.1398 0.4992 0.2 0.4 -0.3 0.078
```
Positions in Å, forces in eV/Å.

Output
frontier orbital gap = 9.88 eV
energy above the lowest of the compared OMol25 structures with the same formula, charge and spin = 0.0 kcal/mol
calculated total energy = -964.55169 hartree
2S+1 = 1
SMILES string = C/C(N)=[NH+]/C1=NCCS(=O)(=O)N1
total charge = +1
HOMO level = -0.5113 Ha
molecular weight = 191.24 g mol⁻¹


Record 2
The following is a quantum chemistry calculation of a 2-piece molecular cluster, C5H11N5O4 overall, from the OMol25 dataset.

Structure (XYZ):
```
25
Properties=species:S:1:pos:R:3:forces:R:3:lowdin_charge:R:1
C -1.3258 1.2076 1.6118 -4.0 1.5 0.1 -0.122
C -0.9234 1.1018 0.2026 -1.6 1.6 -2.9 -0.215
C 0.5330 0.7762 -0.0676 0.7 0.2 -0.4 -0.387
N 1.6107 1.6138 0.5319 -2.1 0.4 -2.4 0.126
N 0.5684 -0.5997 0.3179 0.2 -0.2 -1.6 0.132
N 0.8369 -1.0614 1.4233 0.4 -0.4 -1.1 -0.339
O 1.2506 -0.5636 2.4633 -0.3 -0.6 -0.2 0.053
O 0.7280 -2.4444 1.3488 0.8 -0.4 3.2 0.087
C 0.7799 0.7865 -1.6992 0.4 -0.1 3.2 -0.509
O 0.1167 0.1715 -2.4506 -1.3 -1.0 -1.3 0.120
O 1.8279 1.4710 -2.0265 1.5 1.7 0.7 0.115
H -0.6663 1.7303 2.2220 1.1 1.8 0.9 0.042
H -2.4373 1.7177 1.6003 2.8 -1.1 0.4 0.146
H -1.4304 0.3442 2.1887 -0.4 -2.0 0.3 0.047
H -1.1948 2.1530 -0.2786 0.6 -2.1 0.5 0.161
H -1.5525 0.2750 -0.3233 1.2 1.7 0.6 0.123
H 2.1818 1.0689 1.0922 1.2 -0.9 1.6 0.060
H 1.1979 2.3774 1.0163 0.0 0.5 0.7 0.089
H 0.3480 -2.7143 0.5100 -0.2 0.5 -1.1 0.056
H 2.1742 1.9192 -1.1613 -0.7 -1.0 -1.1 0.132
N -2.0362 -1.8194 -1.3988 0.3 -0.3 -1.8 0.134
C -0.9049 -2.3030 -1.5727 -4.8 1.8 0.2 -0.397
N 0.1283 -2.8761 -1.4672 0.1 -2.5 0.9 0.171
H -2.7430 -1.7629 -2.1992 1.6 -0.4 1.6 0.116
H 0.9325 -2.5692 -1.8842 2.4 1.1 -1.1 0.059
```
Positions in Å, forces in eV/Å.

Output
frontier orbital gap = 10.31 eV
energy above the lowest of the compared OMol25 structures with the same formula, charge and spin = 6.3 kcal/mol
calculated total energy = -771.69070 hartree
2S+1 = 1
SMILES string = CC[C@@](N)(/N=[N+](\[O-])O)C(=O)O.N=C=N
total charge = 0
HOMO level = -0.3599 Ha
molecular weight = 205.17 g mol⁻¹


Record 3
The following is a quantum chemistry calculation of an isolated ion of composition C5H11N6OS and charge +1, from the OMol25 dataset.

Structure (XYZ):
```
24
Properties=species:S:1:pos:R:3:forces:R:3:lowdin_charge:R:1
C -0.4547 1.9480 -0.3307 -2.0 -0.3 0.7 -0.355
C 1.6841 -0.4808 -1.3530 0.0 0.1 -0.1 -0.369
C 1.2156 -0.4848 1.1025 -0.1 -0.1 -0.4 -0.363
C 0.1491 -0.6032 -1.1534 0.7 -2.3 0.3 -0.497
C -0.1693 -0.3462 0.4166 0.5 -0.1 0.4 -0.468
N -0.6080 1.5355 -1.5945 1.2 0.9 -0.5 0.198
N -0.5056 0.3669 -1.9625 -0.9 1.9 0.3 0.194
N -0.6190 1.0232 0.6359 0.0 0.0 -0.6 -0.062
N -0.3015 -1.9174 -1.4902 0.2 -0.1 0.0 0.109
N -1.1135 -1.2155 1.0170 -0.2 0.0 0.2 0.119
N -1.1007 1.4519 1.8723 0.5 0.6 0.4 0.133
O -0.4796 3.2150 -0.0625 -0.1 0.2 -0.5 0.205
S 2.3579 0.4234 0.0482 -0.1 0.0 0.1 0.961
H 2.1120 -1.4832 -1.3699 0.0 0.0 0.0 0.096
H 1.9260 0.0373 -2.2802 0.0 -0.1 0.0 0.099
H 1.2183 -0.0850 2.1141 -0.1 -0.1 0.0 0.089
H 1.4897 -1.5388 1.1291 0.1 -0.1 0.1 0.103
H -1.2767 -1.9170 -1.7690 0.0 -0.1 0.2 0.106
H 0.2335 -2.3413 -2.2369 0.1 0.1 0.0 0.104
H -2.0460 -1.1330 0.6307 0.0 -0.1 -0.1 0.109
H -0.8253 -2.1844 0.9873 0.0 0.0 0.0 0.105
H -0.7524 3.3919 0.8588 0.1 -0.3 0.0 0.150
H -0.3510 1.5479 2.5575 0.0 -0.2 -0.1 0.117
H -1.7828 0.7894 2.2325 0.1 0.0 -0.3 0.115
```
Positions in Å, forces in eV/Å.

Output
frontier orbital gap (spin up / spin down) = 9.53 / 6.06 eV
energy above the lowest of the compared OMol25 structures with the same formula, charge and spin = 0.0 kcal/mol
calculated total energy = -998.72044 hartree
2S+1 = 3
total charge = +1
HOMO level (spin up / spin down) = -0.4494 / -0.4785 Ha
molecular weight = 203.25 g mol⁻¹


Record 4
The following is a quantum chemistry calculation of an isolated ion of composition C5H11N6S and charge +1, from the OMol25 dataset.

Structure (XYZ):
```
23
Properties=species:S:1:pos:R:3:forces:R:3:lowdin_charge:R:1
C 1.1807 -1.6542 0.1149 -1.2 0.3 0.0 -0.305
C 1.1795 -0.2223 0.1122 2.4 3.3 -0.8 -0.049
C -1.0900 -0.1851 0.0713 0.0 -0.4 -0.1 -0.560
C -2.3453 -2.2547 -0.1005 -0.8 -0.5 -0.1 -0.019
C -1.9431 2.3936 0.1616 0.1 -0.3 0.0 -0.339
N -0.0010 -2.2485 0.0476 1.0 -0.6 0.0 0.182
N 0.0791 0.4602 0.0897 0.5 -0.4 0.1 0.126
N -1.1082 -1.5270 0.0165 0.4 1.4 0.1 -0.149
N 2.2792 -2.4005 0.1955 0.3 -0.2 0.1 0.187
N 2.2301 2.1053 -0.2824 -0.3 0.8 0.0 -0.029
N 2.5330 0.7911 -0.2193 -2.5 -3.6 0.8 -0.042
S -2.5690 0.6961 0.0816 -0.4 0.1 0.0 1.013
H -2.1112 -3.3146 -0.1601 0.0 0.1 0.0 0.108
H -2.9799 -2.0591 0.7655 0.1 0.0 0.0 0.101
H -2.8800 -1.9371 -0.9976 0.1 0.0 0.0 0.101
H -1.2692 2.5666 -0.6711 0.0 0.1 0.0 0.039
H -1.4411 2.5492 1.1113 0.0 0.1 0.0 0.047
H -2.8128 3.0395 0.0859 -0.1 -0.1 0.0 0.049
H 3.1908 -1.9846 0.1490 0.0 0.0 -0.1 0.118
H 2.1826 -3.4028 0.1662 0.1 0.0 0.0 0.130
H 1.6479 2.3103 -1.0853 0.2 0.0 0.1 0.091
H 1.8719 2.5447 0.5620 -0.1 -0.2 -0.1 0.096
H 3.2186 0.5974 0.5043 0.0 0.1 -0.1 0.102
```
Positions in Å, forces in eV/Å.

Output
frontier orbital gap = 8.22 eV
energy above the lowest of the compared OMol25 structures with the same formula, charge and spin = 0.0 kcal/mol
calculated total energy = -923.54140 hartree
2S+1 = 1
total charge = +1
HOMO level = -0.4633 Ha
molecular weight = 187.25 g mol⁻¹


Record 5
The following is a quantum chemistry calculation of C5H11NO as an isolated structure, from the OMol25 dataset.

Structure (XYZ):
```
18
Properties=species:S:1:pos:R:3:forces:R:3:lowdin_charge:R:1
C -0.2967 1.7299 -1.0838 0.0 0.0 0.0 -0.112
C 0.0134 0.2433 -1.2393 0.0 0.0 0.0 -0.235
C -0.1823 -0.5732 0.0506 -0.2 0.0 0.0 -0.448
C 0.0667 -2.0654 -0.1902 0.0 0.0 0.0 -0.073
N 0.6245 -0.0635 1.1609 0.0 -0.1 -0.3 -0.047
C 0.0485 0.9336 2.5229 -1.0 0.7 0.0 -0.165
O -0.9472 1.5393 2.3968 0.9 -0.5 -0.1 0.058
H -1.3172 1.8828 -0.7159 0.1 0.0 0.0 0.075
H 0.3820 2.2027 -0.3677 -0.1 -0.1 -0.1 0.065
H -0.2012 2.2571 -2.0394 0.0 -0.1 0.1 0.069
H -0.6307 -0.1878 -2.0191 0.1 0.0 0.2 0.111
H 1.0464 0.1096 -1.5939 -0.1 0.0 0.1 0.111
H -1.2248 -0.4353 0.3721 0.1 0.0 -0.1 0.139
H -0.6049 -2.4650 -0.9598 0.1 0.1 0.1 0.077
H 1.0965 -2.2420 -0.5256 -0.1 0.1 0.1 0.077
H -0.0907 -2.6391 0.7283 0.0 0.1 -0.1 0.074
H 1.6297 -0.0672 0.9702 -0.1 0.1 0.2 0.105
H 0.5881 -0.1598 2.5331 0.2 -0.3 -0.2 0.118
```
Positions in Å, forces in eV/Å.

Output
frontier orbital gap = 10.11 eV
energy above the lowest of the compared OMol25 structures with the same formula, charge and spin = 91.2 kcal/mol
calculated total energy = -326.98601 hartree
2S+1 = 1
total charge = 0
HOMO level = -0.3353 Ha
molecular weight = 101.15 g mol⁻¹


Record 6
The following is a quantum chemistry calculation of a 3-piece molecular cluster, C5H11NO overall, from the OMol25 dataset.

Structure (XYZ):
```
18
Properties=species:S:1:pos:R:3:forces:R:3:lowdin_charge:R:1
C -0.5788 1.1547 -2.0456 0.0 0.1 0.0 -0.091
C -0.1507 -0.1894 -1.4407 0.0 -0.1 0.0 -0.237
C 0.8958 0.0257 -0.3849 -0.1 0.3 0.1 -0.172
N 0.6355 0.6142 0.7730 0.1 -0.2 -0.2 0.061
C -0.6051 0.2104 1.4973 -0.1 -0.2 0.0 -0.574
O -1.6872 0.5127 1.0225 0.4 0.0 0.1 0.026
C -0.1936 -0.7604 2.4277 -0.2 0.1 0.2 -0.042
H -1.2663 0.9910 -2.8807 0.1 0.0 0.1 0.076
H -1.0920 1.7446 -1.2817 0.1 -0.1 -0.1 0.072
H 0.2784 1.7250 -2.4215 -0.1 -0.1 0.1 0.075
H -1.0220 -0.6878 -1.0138 0.1 0.1 0.0 0.108
H 0.2777 -0.8456 -2.2052 0.0 0.1 0.1 0.112
H 0.8726 -1.6509 0.3152 -0.1 0.0 0.1 0.095
H 1.9358 0.0685 -0.7065 -0.1 0.0 0.1 0.130
H 1.4471 0.7400 1.3688 -0.1 0.0 -0.1 0.144
H 0.7301 -0.6297 2.9858 -0.1 0.0 -0.2 0.056
H 0.4813 -1.6556 1.0920 0.1 0.1 -0.2 0.099
H -0.9584 -1.3673 2.8983 0.1 0.1 -0.1 0.062
```
Positions in Å, forces in eV/Å.

Output
frontier orbital gap = 8.09 eV
energy above the lowest of the compared OMol25 structures with the same formula, charge and spin = 97.7 kcal/mol
calculated total energy = -326.97561 hartree
2S+1 = 1
total charge = 0
HOMO level = -0.2870 Ha
molecular weight = 101.15 g mol⁻¹